1.
Molecular formula: C16H10FN3OS
Method: DFT, wB97M-V/def2-TZVPD

```
! RIJCOSX wB97M-V def2-TZVPD def2/J DEFGRID3
* xyz 0 1
F -4.303 1.952 2.671
N -0.541 0.643 -0.550
N 2.261 -0.846 1.144
O 2.903 -1.596 -1.428
S 2.083 -1.280 -6.033
C -0.173 0.446 -1.829
C 1.470 -0.500 2.187
C 0.329 -1.161 -5.879
C 2.319 -0.865 -4.357
C -0.023 -0.846 -4.587
C 1.157 -0.673 -3.696
C 0.997 -0.367 -2.270
C 0.226 0.115 1.794
C 0.332 0.127 0.424
C 1.823 -0.781 -1.254
C -1.690 0.924 4.954
C -2.874 1.475 4.466
C -0.651 0.556 4.071
C -2.089 1.097 2.200
C -3.100 1.550 3.100
C -0.856 0.630 2.673
N 1.547 -0.453 0.062
H 3.281 -1.626 -0.545
H -0.768 0.920 -2.551
H 1.738 -0.659 3.203
H -0.380 -1.344 -6.678
H 3.298 -0.741 -3.901
H -1.047 -0.795 -4.262
H -1.547 0.908 6.044
H -3.657 1.829 5.136
H 0.285 0.208 4.535
H -2.352 1.153 1.157
*
```

Values from the calculation:
Gap between HOMO and LUMO   8.33 eV

2.
Molecular formula: C4H9N
Method: DFT, wB97M-V/def2-TZVPD

```
! RIJCOSX wB97M-V def2-TZVPD def2/J DEFGRID3
* xyz 0 1
C -0.290 1.537 -0.211
C 1.699 -0.743 -0.121
C -0.665 0.207 -0.021
N -2.019 -0.097 0.143
C 0.285 -0.808 0.389
H -2.640 0.522 -0.354
H -2.250 -1.071 0.026
H -0.139 -1.787 0.585
H 0.719 1.794 -0.481
H -1.043 2.292 -0.371
H 0.112 0.331 1.175
H 2.218 0.163 0.207
H 1.737 -0.751 -1.216
H 2.275 -1.589 0.251
*
```

Values from the calculation:
Energy relative to the best compared isomer or geometry (same formula, charge and spin)   294.0 kJ/mol
Gap between HOMO and LUMO   8.21 eV

3.
Molecular formula: C26H44B6Ca2F30N8O6S2
Method: DFT, wB97M-V/def2-TZVPD

```
! RIJCOSX wB97M-V def2-TZVPD def2/J DEFGRID3
* xyz 0 1
Ca -3.029 -0.828 -1.346
Ca 0.573 1.301 2.281
C -4.039 -3.784 6.302
C -2.602 -4.263 6.229
N -2.110 -4.462 4.856
C -2.650 -5.317 3.917
C -1.920 -5.167 2.800
N -0.962 -4.221 3.077
C -1.178 -3.739 4.277
C 0.075 -3.725 2.197
H -4.746 -4.543 5.965
H -4.133 -2.964 5.587
H -4.251 -3.476 7.320
H -2.443 -5.225 6.726
H -1.898 -3.574 6.692
H -3.540 -5.885 4.105
H -1.985 -5.643 1.840
H -0.682 -2.883 4.686
H -0.323 -3.669 1.178
H 0.914 -4.414 2.183
H 0.358 -2.683 2.393
C 3.202 -3.072 -0.329
C 2.559 -3.425 -1.656
N 1.567 -4.502 -1.497
C 0.213 -4.350 -1.577
C -0.336 -5.563 -1.685
N 0.702 -6.465 -1.600
C 1.829 -5.791 -1.430
C 0.567 -7.922 -1.479
H 3.908 -3.848 -0.012
H 2.453 -3.041 0.461
H 3.772 -2.151 -0.395
H 3.245 -3.797 -2.413
H 2.026 -2.549 -2.007
H -0.258 -3.392 -1.534
H -1.355 -5.907 -1.677
H 2.779 -6.293 -1.520
H 0.519 -8.328 -2.488
H -0.360 -8.120 -0.954
H 1.428 -8.317 -0.954
C 1.667 1.270 -2.881
C 2.837 2.205 -3.118
N 2.994 2.472 -4.565
C 2.926 1.542 -5.577
C 3.025 2.214 -6.737
N 3.108 3.549 -6.416
C 3.140 3.652 -5.105
C 3.165 4.637 -7.377
H 1.175 1.409 -1.922
H 1.988 0.231 -2.849
H 0.962 1.450 -3.693
H 3.774 1.867 -2.691
H 2.610 3.195 -2.716
H 2.887 0.494 -5.338
H 3.112 1.814 -7.731
H 3.156 4.597 -4.588
H 3.889 4.415 -8.156
H 3.402 5.570 -6.876
H 2.192 4.747 -7.856
C -3.867 6.213 1.387
C -3.188 7.147 0.398
N -2.249 6.397 -0.454
C -0.979 6.832 -0.761
C -0.407 5.869 -1.497
N -1.321 4.840 -1.580
C -2.409 5.188 -0.952
C -1.158 3.548 -2.251
H -3.087 5.712 1.979
H -4.306 5.330 0.919
H -4.553 6.683 2.080
H -2.655 7.921 0.934
H -3.935 7.535 -0.297
H -0.574 7.704 -0.283
H 0.572 5.679 -1.895
H -3.242 4.533 -0.759
H -0.701 3.651 -3.230
H -2.113 3.039 -2.234
H -0.493 2.997 -1.580
B -3.937 -3.416 -0.555
F -2.836 -4.327 -0.605
F -4.210 -2.859 -1.822
F -5.057 -4.055 -0.033
F -3.535 -2.338 0.287
B -0.711 -0.277 0.418
F -1.118 -1.558 -0.027
F -1.233 0.607 -0.514
F -1.224 0.025 1.690
F 0.671 -0.123 0.485
B -0.974 -1.357 -3.393
F -1.299 -0.134 -2.748
F 0.395 -1.617 -3.160
F -1.807 -2.323 -2.776
F -1.232 -1.301 -4.759
B -1.346 3.405 2.614
F -0.554 4.504 2.994
F -0.952 3.102 1.268
F -1.014 2.338 3.520
F -2.698 3.683 2.763
B -0.193 -0.180 5.520
F 0.107 0.044 4.119
F 0.693 -1.110 6.045
F -0.116 1.017 6.207
F -1.523 -0.678 5.580
B -4.755 0.793 0.027
F -5.273 -0.379 -0.573
F -5.602 1.831 0.322
F -3.938 0.372 1.083
F -3.772 1.239 -0.945
C 4.898 -0.484 2.244
F 4.729 -0.273 0.924
F 5.857 -1.399 2.382
F 5.311 0.654 2.795
S 3.332 -1.055 3.061
O 3.229 -2.450 2.690
O 3.561 -0.797 4.442
O 2.316 -0.217 2.428
C 4.193 3.477 0.366
F 4.691 2.749 1.355
F 4.863 4.616 0.280
F 4.386 2.750 -0.759
S 2.403 3.797 0.614
O 1.989 4.417 -0.643
O 1.810 2.471 0.800
O 2.243 4.665 1.733
*
```

Values from the calculation:
Gap between HOMO and LUMO   7.90 eV

4.
Molecular formula: C5H8AgBClF4
Method: DFT, wB97M-V/def2-TZVPD

```
! RIJCOSX wB97M-V def2-TZVPD def2/J DEFGRID3
* xyz 1 1
C -2.375 0.370 -0.519
C -1.244 0.059 0.468
Cl -1.961 -0.456 2.024
C -0.307 -1.043 -0.041
B 1.041 -1.163 0.763
C 1.956 0.142 0.945
F 1.349 0.979 1.859
F 3.198 -0.156 1.413
C 2.178 0.953 -0.342
F 0.998 1.536 -0.729
F 2.500 0.053 -1.328
H -3.232 0.870 -0.065
H -1.966 1.081 -1.269
H -2.753 -0.592 -0.939
H -0.697 0.984 0.675
H -0.853 -1.997 -0.040
H -0.015 -0.810 -1.084
H 1.396 -2.173 1.264
H 2.962 1.709 -0.257
Ag -2.174 -0.344 -2.798
*
```

Values from the calculation:
Gap between HOMO and LUMO   8.04 eV

5.
Molecular formula: C4H4N2O
Method: DFT, wB97M-V/def2-TZVPD

```
! RIJCOSX wB97M-V def2-TZVPD def2/J DEFGRID3
* xyz 0 1
N 1.645 0.498 0.773
C 1.028 0.005 -0.207
C 0.464 -1.383 -0.250
N -0.799 -1.505 -0.059
C -1.398 -0.247 0.166
C -0.764 0.877 -0.212
O 0.381 0.803 -1.109
H 1.668 1.517 0.644
H 1.095 -2.243 -0.445
H -2.388 -0.223 0.615
H -0.933 1.902 0.084
*
```

Values from the calculation:
Energy relative to the best compared isomer or geometry (same formula, charge and spin)   295.1 kJ/mol
Gap between HOMO and LUMO   9.54 eV

6.
Molecular formula: C2H4N2O2
Method: DFT, wB97M-V/def2-TZVPD

```
! RIJCOSX wB97M-V def2-TZVPD def2/J DEFGRID3
* xyz 0 1
C -0.566 1.263 -0.621
C 0.138 -0.026 -0.752
N -3.407 -0.771 0.087
N -2.963 -1.704 -0.258
O -0.894 1.492 0.694
O 0.745 -0.781 0.321
H 0.847 0.004 -1.568
H -0.555 -0.736 -1.185
H -1.590 2.082 0.703
H 0.589 -0.461 1.202
*
```

Values from the calculation:
Energy relative to the best compared isomer or geometry (same formula, charge and spin)   354.1 kJ/mol
Gap between HOMO and LUMO   9.58 eV

7.
Molecular formula: C2H3OS2
Method: DFT, wB97M-V/def2-TZVPD

```
! RIJCOSX wB97M-V def2-TZVPD def2/J DEFGRID3
* xyz -1 1
C 1.714 -1.098 -0.750
C -0.996 0.836 0.428
O 2.225 -0.895 0.295
S 1.312 -1.399 -2.238
S -1.430 -0.909 0.597
H -0.162 1.008 1.331
H -1.847 1.304 0.928
H -0.816 1.153 -0.591
*
```

Values from the calculation:
Energy relative to the best compared isomer or geometry (same formula, charge and spin)   146.8 kJ/mol
Gap between HOMO and LUMO   5.15 eV

8.
Molecular formula: C5H6O
Method: DFT, wB97M-V/def2-TZVPD

```
! RIJCOSX wB97M-V def2-TZVPD def2/J DEFGRID3
* xyz 0 1
C 1.145 -0.573 0.030
C -0.235 -0.606 0.703
C -0.364 0.937 0.540
O -1.694 0.904 -0.016
C -1.017 -0.250 -0.586
C 0.349 0.480 -0.757
H 1.535 -1.442 -0.507
H 1.917 -0.176 0.700
H -0.579 -1.228 1.531
H -0.083 1.734 1.231
H -1.614 -0.872 -1.255
H 0.640 1.091 -1.613
*
```

Values from the calculation:
Energy relative to the best compared isomer or geometry (same formula, charge and spin)   351.8 kJ/mol
Gap between HOMO and LUMO   10.54 eV

9.
Molecular formula: C5H6S
Method: DFT, wB97M-V/def2-TZVPD

```
! RIJCOSX wB97M-V def2-TZVPD def2/J DEFGRID3
* xyz 0 1
C -0.937 -0.665 -0.010
C 0.466 -1.211 0.087
C 1.592 -0.506 0.104
C 0.027 1.678 -0.105
C -0.998 0.832 -0.099
H -1.437 -1.110 -0.874
H -1.512 -0.999 0.851
H 0.589 -2.285 0.169
H 2.562 -1.023 0.188
H -0.087 2.773 -0.166
H -1.990 1.276 -0.157
S 1.726 1.241 0.012
*
```

Values from the calculation:
Energy relative to the best compared isomer or geometry (same formula, charge and spin)   8.2 kJ/mol
Gap between HOMO and LUMO   8.72 eV

10.
Molecular formula: C26H30O8
Method: DFT, wB97M-V/def2-TZVPD

```
! RIJCOSX wB97M-V def2-TZVPD def2/J DEFGRID3
* xyz 0 1
C 6.799 3.536 -0.175
C 7.344 2.308 -0.896
C 6.268 1.269 -1.213
C 5.686 0.611 0.035
H 5.187 1.364 0.644
H 6.490 0.170 0.629
C 4.677 -0.483 -0.346
C 4.050 -1.055 0.890
O 4.374 -2.106 1.383
C 2.939 -0.199 1.507
C 1.625 -0.874 1.226
C 1.412 -2.112 1.811
C 0.246 -2.829 1.582
C -0.763 -2.258 0.814
C -0.581 -1.005 0.259
C 0.623 -0.302 0.423
C 0.896 0.926 -0.358
O 1.956 1.137 -0.892
O -0.042 1.890 -0.476
C -1.336 1.846 -0.036
C -1.876 3.044 0.388
C -3.218 3.135 0.745
C -4.051 1.991 0.635
C -3.487 0.758 0.253
C -2.135 0.703 -0.086
O -1.613 -0.511 -0.509
C -4.248 -0.530 0.170
H -5.103 -0.528 0.840
H -3.575 -1.334 0.466
C -4.718 -0.787 -1.268
C -5.479 -2.104 -1.412
C -4.668 -3.357 -1.071
C -3.418 -3.517 -1.928
H -2.710 -2.713 -1.747
H -3.680 -3.513 -2.984
H -2.925 -4.460 -1.702
H -4.391 -3.342 -0.015
H -5.313 -4.227 -1.219
H -5.824 -2.185 -2.446
H -6.363 -2.074 -0.771
H -5.374 0.030 -1.573
H -3.850 -0.783 -1.927
C -5.479 2.196 0.903
O -5.928 3.201 1.438
O -6.318 1.247 0.490
H -7.230 1.515 0.689
O -3.649 4.324 1.159
H -4.603 4.251 1.404
H -1.260 3.926 0.433
H -1.674 -2.804 0.638
O 0.041 -4.058 2.097
H 0.825 -4.352 2.579
H 2.197 -2.540 2.418
H 2.970 0.809 1.107
H 3.094 -0.179 2.588
H 3.899 -0.046 -0.972
H 5.192 -1.278 -0.889
H 5.460 1.744 -1.773
H 6.705 0.496 -1.850
H 8.126 1.846 -0.288
H 7.803 2.627 -1.834
H 6.442 3.281 0.820
H 7.578 4.288 -0.069
H 5.976 3.971 -0.736
*
```

Values from the calculation:
Energy relative to the best compared isomer or geometry (same formula, charge and spin)   17.7 kJ/mol
Gap between HOMO and LUMO   8.90 eV

11.
Molecular formula: C44H37O3P2Tb
Method: DFT, wB97M-V/def2-TZVPD

```
! RIJCOSX wB97M-V def2-TZVPD def2/J DEFGRID3
* xyz 2 7
Tb -0.935 1.304 0.197
P -1.476 -0.670 -1.985
C -0.035 -0.924 0.247
O 0.207 -2.036 0.480
P 1.497 0.767 1.662
C -2.756 -1.958 -1.730
C -0.474 -1.385 -3.335
C -2.416 0.698 -2.768
C 1.229 2.373 2.547
C 1.724 -0.381 3.067
C 3.175 0.925 0.949
C -4.138 -1.717 -1.852
C -5.051 -2.708 -1.478
C -4.603 -3.958 -1.039
C -3.232 -4.230 -1.003
C -2.313 -3.241 -1.358
H -4.505 -0.766 -2.246
H -6.121 -2.501 -1.524
H -5.317 -4.717 -0.715
H -2.875 -5.209 -0.684
H -1.243 -3.470 -1.343
C -3.186 1.520 -1.908
C -3.738 2.704 -2.414
C -3.592 3.040 -3.763
C -2.909 2.178 -4.629
C -2.303 1.021 -4.132
H -3.394 1.212 -0.861
H -4.279 3.370 -1.739
H -4.015 3.971 -4.149
H -2.845 2.406 -5.695
H -1.739 0.367 -4.801
C -1.032 -2.276 -4.270
C -0.249 -2.785 -5.310
C 1.093 -2.409 -5.432
C 1.651 -1.517 -4.509
C 0.877 -1.001 -3.466
H -2.079 -2.575 -4.189
H -0.696 -3.481 -6.020
H 1.705 -2.813 -6.242
H 2.697 -1.220 -4.605
H 1.309 -0.294 -2.753
C 2.949 -1.015 3.345
C 3.048 -1.885 4.437
C 1.946 -2.125 5.259
C 0.733 -1.480 4.995
C 0.618 -0.617 3.905
H 3.823 -0.830 2.715
H 3.996 -2.385 4.639
H 2.026 -2.821 6.096
H -0.128 -1.655 5.641
H -0.338 -0.120 3.710
C 0.654 3.440 1.821
C 0.196 4.569 2.506
C 0.424 4.712 3.875
C 1.147 3.731 4.561
C 1.543 2.559 3.906
H 0.604 3.412 0.715
H -0.350 5.347 1.970
H 0.046 5.591 4.405
H 1.391 3.870 5.615
H 2.074 1.782 4.466
C 4.048 1.936 1.376
C 5.325 2.041 0.819
C 5.741 1.153 -0.177
C 4.875 0.139 -0.598
C 3.593 0.023 -0.049
H 3.723 2.647 2.137
H 5.993 2.829 1.161
H 6.733 1.251 -0.627
H 5.203 -0.564 -1.364
H 2.910 -0.757 -0.396
H -0.780 3.267 -0.925
H -0.177 2.873 -1.242
O -2.368 -0.138 1.296
C -2.581 0.761 2.199
O -2.122 1.959 1.995
C -3.248 0.410 3.453
C -2.831 0.990 4.657
C -3.340 0.491 5.859
C -4.293 -0.541 5.841
C -4.727 -1.086 4.623
C -4.183 -0.620 3.427
H -2.121 1.818 4.631
H -3.011 0.906 6.818
H -4.695 -0.938 6.779
H -5.501 -1.860 4.599
H -4.488 -1.028 2.465
*
```

Values from the calculation:
Gap between HOMO and LUMO (alpha / beta)   6.84 / 7.06 eV

12.
Molecular formula: C5H9N
Method: DFT, wB97M-V/def2-TZVPD

```
! RIJCOSX wB97M-V def2-TZVPD def2/J DEFGRID3
* xyz -1 2
C 0.845 -0.561 0.176
C 0.576 -0.600 -1.140
C 2.151 -2.379 0.803
N 1.990 -1.051 0.751
H 0.164 -0.054 0.876
H 1.335 -0.938 -1.834
H -0.371 -0.247 -1.534
H 3.050 -2.790 1.253
H 1.419 -3.078 0.387
C -1.554 2.536 0.045
C -2.179 1.370 0.040
H -1.290 3.031 0.968
H -1.281 3.047 -0.867
H -2.395 0.838 0.954
H -2.461 0.876 -0.877
*
```

Values from the calculation:
Energy relative to the best compared isomer or geometry (same formula, charge and spin)   121.5 kJ/mol
Gap between HOMO and LUMO (alpha / beta)   3.31 / 7.01 eV

Question: Which formula does entry 8 have?
Answer: C5H6O

What did the tenth record say?
Molecular formula: C26H30O8
Method: DFT, wB97M-V/def2-TZVPD

```
! RIJCOSX wB97M-V def2-TZVPD def2/J DEFGRID3
* xyz 0 1
C 6.799 3.536 -0.175
C 7.344 2.308 -0.896
C 6.268 1.269 -1.213
C 5.686 0.611 0.035
H 5.187 1.364 0.644
H 6.490 0.170 0.629
C 4.677 -0.483 -0.346
C 4.050 -1.055 0.890
O 4.374 -2.106 1.383
C 2.939 -0.199 1.507
C 1.625 -0.874 1.226
C 1.412 -2.112 1.811
C 0.246 -2.829 1.582
C -0.763 -2.258 0.814
C -0.581 -1.005 0.259
C 0.623 -0.302 0.423
C 0.896 0.926 -0.358
O 1.956 1.137 -0.892
O -0.042 1.890 -0.476
C -1.336 1.846 -0.036
C -1.876 3.044 0.388
C -3.218 3.135 0.745
C -4.051 1.991 0.635
C -3.487 0.758 0.253
C -2.135 0.703 -0.086
O -1.613 -0.511 -0.509
C -4.248 -0.530 0.170
H -5.103 -0.528 0.840
H -3.575 -1.334 0.466
C -4.718 -0.787 -1.268
C -5.479 -2.104 -1.412
C -4.668 -3.357 -1.071
C -3.418 -3.517 -1.928
H -2.710 -2.713 -1.747
H -3.680 -3.513 -2.984
H -2.925 -4.460 -1.702
H -4.391 -3.342 -0.015
H -5.313 -4.227 -1.219
H -5.824 -2.185 -2.446
H -6.363 -2.074 -0.771
H -5.374 0.030 -1.573
H -3.850 -0.783 -1.927
C -5.479 2.196 0.903
O -5.928 3.201 1.438
O -6.318 1.247 0.490
H -7.230 1.515 0.689
O -3.649 4.324 1.159
H -4.603 4.251 1.404
H -1.260 3.926 0.433
H -1.674 -2.804 0.638
O 0.041 -4.058 2.097
H 0.825 -4.352 2.579
H 2.197 -2.540 2.418
H 2.970 0.809 1.107
H 3.094 -0.179 2.588
H 3.899 -0.046 -0.972
H 5.192 -1.278 -0.889
H 5.460 1.744 -1.773
H 6.705 0.496 -1.850
H 8.126 1.846 -0.288
H 7.803 2.627 -1.834
H 6.442 3.281 0.820
H 7.578 4.288 -0.069
H 5.976 3.971 -0.736
*
```

Values from the calculation:
Energy relative to the best compared isomer or geometry (same formula, charge and spin)   17.7 kJ/mol
Gap between HOMO and LUMO   8.90 eV